[1]
72
Properties=species:S:1:pos:R:3:forces:R:3 method="wB97M-V/def2-TZVPD" multiplicity=1 homo_ev="-13.52 / -13.47" lumo_energy_ev="-8.3 / -10.2" gap_ha="0.1932 / 0.1220" charge=+2 e_above_lowest_kcal_mol=21.9
C -2.4487 -3.2992 -3.8213 0.5 0.9 -0.3
C -1.2064 -3.0252 -3.1992 0.0 0.3 0.0
C -0.1327 -2.6087 -4.0084 -0.6 0.4 -0.4
C -0.3807 -2.2763 -5.3442 1.1 0.7 -0.5
N -1.5897 -2.4271 -5.8637 0.6 -1.3 2.7
C -2.6000 -2.9320 -5.1703 -1.3 -0.1 -0.3
C -0.9949 -3.0354 -1.7948 0.4 0.2 1.2
C -0.6736 -3.0008 -0.6051 -1.2 -2.2 -3.6
C -0.4422 -3.4368 0.6882 0.7 0.4 1.9
C -1.4634 -3.2828 1.6513 0.1 -0.1 0.5
C -1.0977 -3.1336 2.9903 -0.2 -0.6 -0.4
C 0.2514 -3.0048 3.3470 0.2 0.6 -0.3
C 1.2585 -3.3331 2.4159 -0.3 -0.7 -0.7
C 0.8912 -3.7312 1.1082 0.0 0.5 0.7
Zn 0.3772 -1.6472 4.6962 0.3 0.7 0.7
P -1.4656 0.7153 -0.2065 0.0 0.2 -0.5
H 0.8331 -2.4047 -3.5436 -0.2 -0.1 -0.5
H -3.3071 -3.6297 -3.2356 0.2 0.0 -0.4
H 0.4204 -1.8493 -5.9544 -0.3 -0.2 0.0
H -3.5733 -3.0218 -5.6633 0.3 0.0 0.1
H 1.5743 -4.2747 0.4306 -0.2 1.0 0.2
H -2.5179 -3.2998 1.3560 0.4 0.3 0.0
H 2.3354 -3.2832 2.6758 -0.9 -0.3 -0.1
H -1.8474 -3.0792 3.7927 0.1 0.1 -0.6
C -2.1248 2.4578 0.0005 0.3 -0.5 0.2
C -2.2720 3.3686 -1.2103 -0.2 0.4 -0.2
H -1.4191 2.9107 0.7187 -0.4 0.0 -0.1
H -3.0943 2.3438 0.5119 0.4 0.1 0.0
H -2.5740 4.3608 -0.8501 0.1 -0.2 -0.2
H -1.3336 3.5030 -1.7646 -0.2 -0.1 0.1
H -3.0522 3.0336 -1.9087 0.3 0.0 0.2
C -0.4711 0.7169 -1.7910 -0.1 0.0 0.7
C -1.1811 0.7889 -3.1344 0.2 0.1 -0.4
H 0.0900 -0.2313 -1.7153 0.0 0.3 -0.1
H 0.2495 1.5465 -1.6863 -0.2 -0.3 -0.1
H -0.4142 0.7518 -3.9168 -0.1 0.1 0.0
H -1.8388 -0.0706 -3.3072 0.0 0.2 0.2
H -1.7468 1.7188 -3.2776 0.1 -0.4 0.1
C -2.9677 -0.2929 -0.6637 0.4 0.1 0.5
C -4.0664 0.4194 -1.4419 -0.3 -0.1 -0.2
H -3.3552 -0.6363 0.3125 0.0 0.0 -0.4
H -2.5888 -1.1838 -1.1891 -0.2 0.3 0.2
H -4.9000 -0.2770 -1.5783 0.0 0.2 0.0
H -4.4577 1.2903 -0.9039 0.1 -0.2 -0.1
H -3.7455 0.7362 -2.4403 0.0 0.0 0.3
Br 1.2232 -0.1734 6.2283 -0.1 -0.2 -0.3
P 1.8996 1.3229 1.6682 2.0 0.6 0.4
C 1.8564 2.6635 0.4273 -0.9 -0.3 -0.3
C 2.8189 3.8266 0.6319 0.3 0.2 -0.1
H 0.8055 3.0256 0.4672 0.6 -0.1 -0.3
H 2.0181 2.1740 -0.5476 -0.2 0.2 0.3
H 2.6671 4.5338 -0.1985 0.1 -0.2 0.3
H 2.6276 4.3621 1.5676 0.1 -0.1 -0.2
H 3.8675 3.5022 0.6173 -0.3 0.1 0.0
C 2.5746 2.0479 3.2449 -1.5 -0.2 0.1
C 4.0554 1.9208 3.5552 0.4 0.1 0.0
H 1.9704 1.5228 4.0140 0.4 0.4 0.0
H 2.2839 3.1098 3.2275 -0.2 -0.4 0.2
H 4.2229 2.2645 4.5854 -0.1 -0.2 -0.3
H 4.4172 0.8985 3.4843 0.0 -0.1 0.1
H 4.6647 2.5533 2.9095 0.0 0.0 -0.1
C 3.0435 -0.0321 1.1566 -1.1 -0.5 0.2
C 4.3451 0.3560 0.4805 0.4 0.2 -0.1
H 2.4241 -0.6615 0.4913 0.3 0.0 0.3
H 3.2473 -0.6065 2.0760 -0.2 0.1 -0.3
H 4.8573 -0.5715 0.1966 -0.1 0.2 -0.1
H 4.1833 0.9583 -0.4183 0.1 -0.1 0.1
H 5.0172 0.8933 1.1573 -0.2 0.0 -0.2
N -1.3260 0.0965 3.5578 0.1 0.5 -1.0
H -1.0258 1.0868 3.4955 0.0 -0.8 0.3
H -2.2992 0.1729 3.8537 0.1 -0.2 0.2
H -1.3758 -0.2014 2.5645 0.1 0.1 0.7

---

[2]
40
Properties=species:S:1:pos:R:3:forces:R:3 method="wB97M-V/def2-TZVPD" multiplicity=1 smiles="[H]/N=C(/N)NCCC[C@H](NC(=O)[C@@H](N)[C@@H](C)O)C(=O)O" homo_ev=-8.65 lumo_energy_ev=0.3 gap_ha=0.3288 e_above_lowest_kcal_mol=152.9
H 3.3500 0.1618 2.2816 0.9 0.2 -0.2
N 3.7363 1.0594 1.9464 -0.6 -0.1 -3.5
C 3.8569 1.0425 0.6313 -0.8 -0.7 -1.1
N 3.6571 2.2035 -0.2506 3.4 -0.5 -0.3
N 4.1349 -0.1249 -0.2729 0.9 -1.7 5.3
C 3.6159 -0.5203 -1.5685 -1.3 0.5 1.7
C 2.3258 -1.2938 -1.2784 -1.9 -2.2 -2.2
C 1.0893 -0.4364 -0.7884 3.0 1.7 0.2
C 0.1589 -1.2412 0.0611 1.7 0.2 0.3
N -1.0849 -0.5647 -0.0108 1.2 -2.1 1.3
C -2.0605 -1.0082 -0.7917 -1.2 1.8 0.3
O -1.8897 -1.8546 -1.6348 -1.0 -0.6 -0.3
C -3.3477 -0.2032 -0.3225 0.9 -0.8 -2.8
N -3.7891 -0.8238 0.9724 -2.3 -3.3 -2.0
C -3.0009 1.2953 -0.1729 2.9 1.1 -0.5
C -4.2701 2.0996 -0.1526 -2.2 1.5 2.8
O -2.1421 1.4665 1.0038 -3.5 0.1 3.7
C 0.7238 -1.3610 1.5326 -5.3 -2.3 -2.0
O 1.8372 -1.4469 1.8052 3.9 0.4 1.3
O -0.2799 -1.8439 2.3640 3.6 -0.1 1.4
H 3.4507 3.0852 0.2199 0.1 -0.6 0.3
H 4.5759 2.3729 -0.8604 -2.7 -0.6 1.7
H 4.1145 -1.0663 0.3533 0.3 3.2 -1.5
H 4.3297 -1.2054 -2.0727 -0.2 1.0 0.0
H 3.3701 0.4501 -2.0231 0.2 -0.7 -0.9
H 2.4500 -2.3009 -0.6094 0.0 2.7 -1.2
H 2.0255 -1.7341 -2.2899 0.2 0.3 1.1
H 0.4000 0.1523 -1.4304 1.1 -1.1 -1.1
H 1.6048 0.4729 -0.2967 -1.0 -1.5 0.3
H 0.1146 -2.2963 -0.3529 -0.3 1.2 0.6
H -1.1188 0.3169 0.4484 -0.5 0.6 0.6
H -4.0788 -0.2129 -1.2026 0.5 -0.5 1.5
H -3.2222 -1.8248 1.0950 -2.2 3.3 -0.5
H -4.8602 -1.1276 0.6511 3.6 0.6 1.8
H -2.1610 1.7401 -0.8388 -1.9 -1.2 -0.3
H -4.8001 1.3556 0.7150 0.1 2.6 -2.4
H -4.9236 2.3961 -1.1152 1.7 -1.7 2.0
H -4.1360 3.1821 0.3498 0.0 -2.6 -0.9
H -2.6913 1.1856 1.8926 1.8 0.9 -3.2
H -1.0648 -1.5472 2.0124 -3.1 1.0 -1.3

---

[3]
48
Properties=species:S:1:pos:R:3:forces:R:3 method="wB97M-V/def2-TZVPD" multiplicity=1 homo_ev=-7.46 lumo_energy_ev=-2.0 gap_ha=0.2021 e_above_lowest_kcal_mol=70.3
C -0.9021 -1.2411 7.2883 0.0 0.0 0.1
C -1.1752 -1.1823 5.8034 0.1 0.3 0.1
O -1.0500 0.1864 5.3717 -0.2 -1.1 -0.8
C -1.1518 0.2765 3.9833 0.1 0.2 0.1
N -1.0720 1.5686 3.6309 0.0 -0.8 0.5
C -1.2636 1.9981 2.3746 0.1 0.1 0.3
C -1.1004 3.5048 2.3736 0.0 0.5 -0.3
O -1.5328 1.3822 1.3342 0.2 -0.2 -0.1
O -1.2598 -0.7691 3.3256 0.1 0.4 0.0
H -1.0012 -2.2765 7.6270 0.0 0.1 0.0
H 0.1213 -0.9112 7.5080 -0.3 0.0 0.0
H -1.6185 -0.6290 7.8501 0.2 -0.1 -0.1
H -0.4600 -1.8070 5.2504 -0.2 0.1 0.1
H -2.1917 -1.5339 5.5723 0.3 0.0 0.0
H -0.8750 3.8604 3.3803 -0.1 -0.1 -0.2
H -0.2929 3.7953 1.6983 0.0 0.0 -0.1
H -2.0145 3.9820 2.0161 0.0 0.0 -0.1
C 3.3402 2.5529 -6.7217 0.1 0.0 0.5
O 3.6336 2.5988 -5.3073 -0.6 -0.5 0.1
C 2.8837 1.8414 -4.4623 -0.2 -0.1 -0.1
C 3.2075 1.9178 -3.0861 -0.1 0.0 -0.6
C 2.4933 1.1793 -2.1744 -0.4 -0.4 0.0
C 1.4303 0.3357 -2.5738 0.7 0.6 -0.9
C 0.6958 -0.4082 -1.5919 -1.0 -0.8 -0.4
O -0.2740 -1.1765 -2.1530 0.6 0.3 1.3
C -1.0859 -1.9599 -1.3635 0.2 0.4 -0.3
C -0.9688 -1.9476 0.0408 -0.7 -0.4 -1.0
C -1.8652 -2.7813 0.7608 0.1 0.1 0.1
C -2.7892 -3.5545 0.0760 0.2 0.2 0.3
C -2.8942 -3.5016 -1.3270 0.4 0.2 -0.2
C -2.0332 -2.6992 -2.0621 -0.2 -0.3 0.3
C 0.0026 -1.0914 0.5881 0.4 0.4 0.5
C 0.8741 -0.3816 -0.2153 -0.2 -0.1 -0.1
C 1.1179 0.2640 -3.9523 0.1 0.1 0.4
C 1.8225 1.0013 -4.8859 0.6 0.5 0.1
H 4.0693 3.2314 -7.1666 -0.2 -0.2 0.0
H 3.4760 1.5386 -7.1203 0.0 0.2 0.1
H 2.3209 2.9079 -6.9247 0.2 -0.1 0.1
H 4.0201 2.5633 -2.7708 -0.1 -0.1 -0.1
H 2.7324 1.2280 -1.1158 0.1 0.2 -0.3
H -1.7954 -2.7576 1.8535 -0.1 0.0 -0.4
H -3.4536 -4.2072 0.6344 0.1 0.2 -0.1
H -3.6488 -4.0856 -1.8555 0.2 0.1 0.3
H -2.0642 -2.6160 -3.1442 -0.1 -0.1 0.2
H 0.0550 -0.9850 1.6675 -0.1 -0.1 0.1
H 1.6670 0.2282 0.2129 -0.4 -0.2 -0.1
H 0.3128 -0.3714 -4.3061 0.1 0.1 0.2
H 1.5578 0.9318 -5.9417 0.1 0.0 0.4

---

[4]
89
Properties=species:S:1:pos:R:3:forces:R:3 method="wB97M-V/def2-TZVPD" multiplicity=4 homo_ev="-5.92 / -8.15" lumo_energy_ev="-0.1 / -0.2" gap_ha="0.2126 / 0.2909" e_above_lowest_kcal_mol=9.9
V 0.0785 0.7784 0.0561 -0.6 0.0 -0.9
C -1.5987 3.0239 1.1259 -0.1 -0.1 -0.3
C -0.8274 2.8618 2.4285 0.1 0.2 0.1
C -1.4088 1.7524 3.2946 0.0 -0.1 0.0
C 0.6747 2.7095 2.1707 -0.1 0.0 -0.1
C 1.5564 2.8411 3.4142 -0.2 0.1 0.1
O 2.4327 1.7214 3.3716 0.2 -0.3 -0.1
C 2.1096 0.9574 2.2887 -1.0 0.8 -0.1
N 1.0574 1.3873 1.6159 1.1 -0.1 0.7
C 2.9923 -0.1449 2.0189 0.6 -0.6 0.1
C 4.0848 -0.2867 2.9134 -0.3 0.1 -0.1
C 5.0335 -1.2659 2.7571 0.1 -0.2 -0.1
C 4.9449 -2.1646 1.6941 0.0 0.2 0.1
C 3.8853 -2.0521 0.8206 0.1 0.0 0.0
C 2.8969 -1.0726 0.9557 0.2 0.0 0.0
P 1.5451 -1.1418 -0.2505 -0.4 0.2 0.0
C 2.3190 -1.4963 -1.8612 0.0 -0.3 0.0
C 2.6066 -2.8065 -2.2530 0.0 0.0 0.0
C 3.2066 -3.0614 -3.4747 0.0 0.0 0.0
C 3.5204 -2.0094 -4.3246 0.0 0.0 0.0
C 3.2291 -0.7093 -3.9477 0.0 0.1 0.0
C 2.6278 -0.4502 -2.7239 0.1 0.1 0.0
C 0.6818 -2.6956 0.1597 0.0 0.0 0.1
C -0.2654 -3.1955 -0.7340 0.0 0.0 0.0
C -1.0240 -4.3023 -0.4031 0.0 0.0 0.0
C -0.8618 -4.9135 0.8338 0.0 -0.1 0.0
C 0.0596 -4.4103 1.7357 0.1 0.0 0.0
C 0.8302 -3.3029 1.4006 0.0 0.0 0.0
H -2.6490 3.2500 1.3225 0.0 0.1 0.1
H -1.6743 2.1041 0.5211 0.1 0.0 0.1
H -1.1830 3.8111 0.4958 0.0 0.0 0.0
H -0.9173 3.8166 2.9654 0.0 -0.1 0.0
H -1.3437 0.7859 2.7891 0.0 0.0 0.0
H -2.4634 1.9472 3.4915 0.0 0.0 0.0
H -0.9048 1.6691 4.2583 0.0 0.0 0.0
H 0.9604 3.4622 1.4264 0.0 -0.1 0.0
H 0.9855 2.8014 4.3452 0.0 0.0 -0.1
H 2.1664 3.7446 3.4035 -0.1 0.0 0.0
H 4.1697 0.4083 3.7335 0.0 0.0 0.0
H 5.8514 -1.3273 3.4632 0.0 0.0 0.0
H 5.6866 -2.9388 1.5539 0.0 0.0 0.0
H 3.8135 -2.7562 0.0026 0.0 0.0 0.0
H 2.3426 -3.6364 -1.6099 0.0 0.0 0.0
H 3.4215 -4.0820 -3.7626 0.0 0.0 0.0
H 3.9838 -2.2067 -5.2828 0.0 0.0 0.0
H 3.4608 0.1177 -4.6064 0.0 0.0 0.0
H 2.4017 0.5711 -2.4482 0.0 0.0 0.0
H -0.4249 -2.7080 -1.6885 0.0 0.0 0.0
H -1.7568 -4.6787 -1.1048 0.0 0.0 0.0
H -1.4596 -5.7781 1.0937 0.0 0.0 0.0
H 0.1876 -4.8726 2.7055 0.0 0.0 0.0
H 1.5401 -2.9131 2.1192 0.0 0.0 0.0
C -4.5403 -3.2916 0.6264 0.0 0.1 0.2
Si -3.7994 -1.9212 1.6761 0.2 0.2 -0.1
C -2.9110 -2.6292 3.1764 -0.2 0.0 -0.1
C -5.1518 -0.7285 2.2142 0.1 -0.2 0.0
C -2.5474 -0.9915 0.7016 -0.4 -0.1 0.1
C -1.6988 -0.3361 0.1108 0.1 -0.1 0.2
H -5.4556 -3.6647 1.0893 0.0 -0.1 0.0
H -3.8453 -4.1249 0.5226 0.0 0.0 0.0
H -4.7843 -2.9334 -0.3726 0.0 0.1 0.0
H -3.5326 -3.3746 3.6776 0.0 0.0 0.1
H -2.6704 -1.8496 3.8995 0.0 0.1 0.0
H -1.9814 -3.1097 2.8720 0.0 0.0 0.0
H -5.8921 -1.2296 2.8403 0.0 0.0 0.0
H -5.6677 -0.3094 1.3504 0.0 0.0 -0.1
H -4.7279 0.0987 2.7843 0.0 0.0 0.0
C -2.5992 3.6773 -2.5304 0.0 0.0 0.0
N -2.1248 2.6822 -3.4741 0.1 -0.1 0.0
C -3.2361 1.9052 -3.9878 0.0 0.0 0.1
C -1.1311 1.8139 -2.8526 -0.1 -0.1 0.1
C 0.1609 2.5194 -2.5061 0.1 -0.1 0.0
C 0.6784 3.4400 -3.4128 0.0 0.0 0.0
C 1.9018 4.0453 -3.1802 0.1 0.0 0.0
C 2.6151 3.7263 -2.0333 0.1 0.0 0.0
C 2.0885 2.8127 -1.1328 0.0 0.0 0.1
C 0.8525 2.1810 -1.3297 -0.1 0.0 0.1
H -3.2936 4.3593 -3.0219 0.0 0.0 0.0
H -1.7604 4.2577 -2.1489 0.0 0.0 0.0
H -3.1193 3.2138 -1.6729 0.0 0.0 0.0
H -3.9323 2.5548 -4.5192 0.0 0.0 0.0
H -3.7895 1.3899 -3.1841 0.0 0.0 0.0
H -2.8702 1.1507 -4.6838 0.0 0.0 0.0
H -0.9164 0.9936 -3.5476 0.0 0.1 0.0
H -1.5527 1.3262 -1.9494 0.0 0.1 -0.1
H 0.1076 3.6803 -4.3003 0.0 0.0 -0.1
H 2.3022 4.7593 -3.8889 0.0 0.0 0.0
H 3.5773 4.1872 -1.8433 0.0 0.0 0.0
H 2.6655 2.5761 -0.2393 0.0 0.0 0.0

---

Number 1: energy -166588.7255 eV. Number 2: energy -26346.6203 eV. Number 3: energy -33843.5937 eV. Number 4: energy -88016.9136 eV.